(1)
The following is a DFT calculation (wB97M-V/def2-TZVPD) of C20H25BeF15NO13 as an isolated structure at a distorted geometry.

The geometry in ORCA input format:
```
! RIJCOSX wB97M-V def2-TZVPD def2/J DEFGRID3
* xyz 0 2
Be 2.4321 0.5449 -13.3940
N 5.2548 -0.3017 -13.8360
O 4.3874 -1.0156 -13.4795
O 6.3632 -0.6655 -13.4787
O 4.8908 0.7246 -14.3983
C 8.3131 3.1735 -12.1008
C 6.8331 2.6193 -12.2178
O 5.9743 3.5450 -11.6050
C 4.6869 3.3332 -11.5672
O 4.0617 2.4570 -12.1503
C 3.9612 4.3744 -10.7261
F 3.7289 3.8947 -9.5146
F 4.5923 5.6150 -10.6588
F 2.7336 4.5389 -11.2602
H 8.9249 2.6752 -12.8527
H 8.7430 2.9319 -11.1287
H 8.4599 4.2468 -12.2212
H 6.7161 1.5828 -11.9014
H 6.6603 2.7571 -13.2852
C 2.6919 -3.6670 -10.6679
C 2.2700 -2.6041 -9.7064
O 3.2672 -1.7430 -9.1757
C 3.6378 -0.6516 -9.8421
O 3.1383 -0.2162 -10.9366
C 4.8046 0.0838 -9.2030
F 5.8352 0.0553 -10.0798
F 4.3958 1.3102 -9.0925
F 5.1658 -0.4632 -8.0025
H 2.7292 -4.6751 -10.2551
H 3.6163 -3.2964 -11.1110
H 1.9557 -3.6726 -11.4717
H 1.8385 -3.0385 -8.8047
H 1.4661 -2.0064 -10.1362
C 7.2395 -4.0655 -12.2553
C 6.3140 -4.3144 -13.4681
O 5.8352 -5.6425 -13.5791
C 5.4452 -6.2206 -14.7719
O 5.3858 -5.7107 -15.8989
C 4.9649 -7.6754 -14.5223
F 3.9506 -7.9518 -15.3384
F 5.9183 -8.6322 -14.7756
F 4.5739 -7.8629 -13.2516
H 7.3634 -2.9906 -12.1235
H 8.1913 -4.4999 -12.5608
H 6.9166 -4.4996 -11.3090
H 6.9888 -4.1100 -14.2993
H 5.4782 -3.6209 -13.5618
C 2.4599 -3.4388 -15.7589
C 1.2852 -2.6297 -16.4033
O 1.6017 -1.6477 -17.3433
C 2.2540 -0.5223 -16.9768
O 2.4999 -0.1882 -15.8036
C 2.4702 0.5108 -18.0685
F 1.3330 0.7681 -18.6842
F 3.0012 1.6261 -17.5954
F 3.3107 0.0130 -18.9868
H 2.1167 -4.3776 -15.3243
H 3.0997 -2.8304 -15.1197
H 3.1354 -3.8574 -16.5049
H 0.6494 -2.1481 -15.6603
H 0.7022 -3.3142 -17.0194
C 10.2410 0.0721 -13.2046
C 9.5251 -0.5538 -11.9657
O 10.5399 -0.9072 -11.0275
C 10.9573 -2.2045 -10.9388
O 10.4388 -3.2078 -11.4777
C 12.1308 -2.3695 -9.8574
F 12.9685 -3.3309 -10.2977
F 12.7897 -1.2055 -9.6794
F 11.5687 -2.8315 -8.7064
H 9.5207 0.3401 -13.9776
H 10.9593 -0.7041 -13.4685
H 10.8229 0.9549 -12.9399
H 8.8673 -1.3269 -12.3629
H 8.8459 0.2245 -11.6179
*
```

## Properties
highest occupied orbital energy (spin up / spin down): -8.65 / -9.22 eV
strongest force on any atom: 0.163 hartree/bohr
M: 781.40 g/mol
total energy: -3322.4900 Ha
LUMO energy (spin up / spin down): -0.02 / -2.12 eV
orbital gap (spin up / spin down): 8.63 / 7.10 eV



(2)
The following is a DFT calculation (wB97M-V/def2-TZVPD) of C20H18F3N5OS in the gas phase at a distorted geometry.

The geometry in ORCA input format:
```
! RIJCOSX wB97M-V def2-TZVPD def2/J DEFGRID3
* xyz 0 1
O 2.3663 2.3887 3.9375
C 1.8937 1.4491 3.3167
N 2.2670 0.9858 2.0222
C 1.5837 0.2258 1.2696
C 0.2690 0.2879 1.2443
N -0.4986 -0.6470 0.5188
C 0.0800 -1.3705 -0.3042
C 1.7763 -1.3833 -0.4774
C 2.4217 -0.5718 0.4403
H 3.3743 -0.4837 0.3749
H 2.2827 -2.2145 -1.1044
N -0.3356 -2.2777 -1.2254
C -0.0551 -2.1635 -2.7119
H 0.9673 -2.2633 -2.7944
H -0.1725 -3.3404 -3.0182
C -0.9955 -1.3868 -3.4420
N -1.4887 -0.1468 -2.7344
C -0.5580 0.7154 -2.3420
N 0.8443 0.4189 -2.9484
C 1.6498 1.2555 -2.4365
C 1.6169 2.4883 -1.6675
C 0.1414 2.6018 -1.2007
C -0.8215 1.7692 -1.7215
C -2.3325 2.2721 -1.3957
F -2.8303 1.8341 -2.4522
F -2.2934 3.7017 -1.6794
F -2.7613 2.2626 -0.2649
H 0.0561 3.5096 -0.8636
H 2.2468 3.0837 -1.2795
H 2.6245 1.1093 -2.8915
C -2.2956 -0.8197 -1.8120
H -3.2294 -0.7527 -2.2850
C -1.9414 -2.1420 -1.2214
H -2.2361 -2.0324 -0.1197
H -2.3873 -2.8698 -1.7055
H -2.4346 -0.2336 -1.0051
H -1.6187 -1.7968 -4.0568
H -0.4944 -1.0828 -4.2684
H -0.4241 0.5912 1.9797
H 3.0269 1.4205 1.9206
C 0.8232 0.5812 4.1772
C 0.7408 -0.9466 4.3656
C -0.0265 -1.2495 5.2447
C -0.6158 -0.1606 5.9551
S 0.1508 1.2339 5.5292
H -1.3286 -0.3074 6.5314
H -0.3433 -2.2368 5.2078
H 1.3156 -1.3066 3.3937
*
```

## Properties
highest occupied orbital energy: -7.85 eV
strongest force on any atom: 0.364 hartree/bohr
M: 433.46 g/mol
relative energy (zero: lowest compared OMol25 entry of this formula, charge and spin): 292.7 kcal per mole
SMILES string: O=C(Nc1ccc(N2CCN(c3ncccc3C(F)(F)F)CC2)nc1)c1cccs1
total energy: -1819.1726 Ha
LUMO energy: 0.07 eV
orbital gap: 7.92 eV



(3)
The following is a DFT calculation (wB97M-V/def2-TZVPD) of C11H11N2O5Os as an isolated structure.

The geometry in ORCA input format:
```
! RIJCOSX wB97M-V def2-TZVPD def2/J DEFGRID3
* xyz 1 1
Os -0.2620 -1.2016 0.0581
N 0.4745 -2.6705 1.3705
C 1.5811 -2.0441 2.1552
C 1.2065 -0.6000 2.4234
O 1.5342 0.0321 3.3795
N 0.3862 -0.0748 1.3938
C -0.4255 1.1063 1.6280
C -1.8840 0.6785 1.3556
O -2.8338 1.3530 1.5707
O -1.9481 -0.5665 0.7992
H -0.2384 -3.0250 2.0054
H 0.8121 -3.4696 0.8358
H 2.4885 -2.0756 1.5521
H 1.7549 -2.5601 3.0959
H -0.1699 1.8932 0.9175
H -0.2981 1.4920 2.6379
O 1.9799 -1.3281 -3.1145
C 1.1085 -1.1329 -2.3376
O 0.7460 -2.0199 -1.3558
C 0.3189 0.1351 -2.1430
C -1.0620 0.0316 -1.8404
C -1.7891 1.2087 -1.5707
C -1.1539 2.4299 -1.5745
C 0.2088 2.5101 -1.8866
C 0.9489 1.3741 -2.1642
H -1.6160 -0.8613 -2.1359
H -2.8522 1.1405 -1.3794
H -1.7110 3.3323 -1.3617
H 0.6933 3.4779 -1.9085
H 2.0016 1.4347 -2.4055
*
```

## Properties
highest occupied orbital energy (spin up / spin down): -13.20 / -13.42 eV
strongest force on any atom: 0.008 hartree/bohr
M: 441.45 g/mol
relative energy (zero: lowest compared OMol25 entry of this formula, charge and spin): 0.0 kcal per mole
total energy: -1001.9009 Ha
LUMO energy (spin up / spin down): -6.16 / -6.20 eV
orbital gap (spin up / spin down): 7.04 / 7.22 eV



(4)
The following is a DFT calculation (wB97M-V/def2-TZVPD) of C28H30BInN4O9S5 as an isolated structure.

The geometry in ORCA input format:
```
! RIJCOSX wB97M-V def2-TZVPD def2/J DEFGRID3
* xyz -2 1
In -0.2058 -0.2805 0.1808
C -1.6613 -2.3477 -3.7417
N -2.3668 -1.0931 -3.6179
C -3.7300 -0.9501 -3.5008
C -3.9562 0.3581 -3.2658
N -2.7447 1.0126 -3.2202
B -2.7377 2.5561 -2.9598
N -1.3328 3.0586 -2.5354
C -0.5186 3.7964 -3.3536
C 0.6166 4.0795 -2.6769
N 0.4881 3.5017 -1.4355
C 1.4531 3.6257 -0.3588
C -0.7046 2.8669 -1.3658
S -1.3283 2.0687 0.0335
C -1.7642 0.1107 -3.4187
S -0.0658 0.3034 -3.4198
H -2.3967 -3.1367 -3.8862
H -1.0964 -2.5575 -2.8351
H -0.9741 -2.3068 -4.5871
H -4.3956 -1.7922 -3.5481
H -4.8758 0.8858 -3.0894
H -3.0178 3.1368 -3.9952
H -3.5385 2.7885 -2.0855
H -0.8142 4.0328 -4.3585
H 1.5013 4.6191 -2.9620
H 2.3367 4.1195 -0.7589
H 1.7172 2.6531 0.0420
H 1.0337 4.2152 0.4561
O -0.8645 -2.7965 3.1576
S -0.5248 -1.4216 3.4344
O -1.0892 -0.8616 4.6354
O -0.7621 -0.5267 2.2665
C 1.2658 -1.4564 3.6728
C 1.7328 -2.6905 4.1217
C 3.0774 -2.9053 4.3697
C 3.9827 -1.8791 4.1558
C 3.5295 -0.6474 3.7134
C 2.1764 -0.4132 3.4758
S 1.7654 1.2574 2.9154
O 3.0131 1.9983 3.0089
O 0.7047 1.7200 3.7708
O 1.3806 1.0646 1.5036
H 1.0125 -3.4879 4.2397
H 3.4156 -3.8765 4.7115
H 5.0413 -2.0345 4.3300
H 4.2126 0.1721 3.5417
C 1.7051 -1.1252 -0.4298
C 1.7545 -2.5959 -0.6038
C 1.4226 -3.1946 -1.8212
C 1.4548 -4.5702 -1.9728
C 1.8225 -5.3878 -0.9102
C 2.1626 -4.8046 0.3027
C 2.1340 -3.4265 0.4510
H 1.9357 -0.5961 -1.3539
H 2.3491 -0.7742 0.3719
H 1.1284 -2.5544 -2.6460
H 1.1794 -5.0108 -2.9247
H 1.8338 -6.4654 -1.0244
H 2.4431 -5.4259 1.1458
H 2.3866 -2.9811 1.4073
C -5.3988 -1.4155 5.1723
C -4.7755 -1.5847 3.8132
C -4.4657 -0.4807 3.0315
C -3.8034 -0.6253 1.8206
C -3.4559 -1.8913 1.3860
C -3.7764 -3.0104 2.1403
C -4.4344 -2.8519 3.3455
S -2.5803 -2.1065 -0.1409
O -3.4189 -2.9929 -0.9210
O -2.4161 -0.7292 -0.6728
O -1.2295 -2.6088 0.1245
H -5.9276 -0.4647 5.2487
H -4.6243 -1.4275 5.9428
H -6.1022 -2.2211 5.3923
H -4.7095 0.5138 3.3872
H -3.5382 0.2375 1.2238
H -3.4775 -3.9904 1.7935
H -4.6588 -3.7230 3.9519
*
```

## Properties
highest occupied orbital energy: -2.40 eV
strongest force on any atom: 0.008 hartree/bohr
M: 852.53 g/mol
relative energy (zero: lowest compared OMol25 entry of this formula, charge and spin): 0.0 kcal per mole
total energy: -4187.3820 Ha
LUMO energy: 4.45 eV
orbital gap: 6.85 eV



(5)
The following is a DFT calculation (wB97M-V/def2-TZVPD) of a 2-piece molecular cluster, C26H42Cl2N3O3 overall at a distorted geometry.

The geometry in ORCA input format:
```
! RIJCOSX wB97M-V def2-TZVPD def2/J DEFGRID3
* xyz 1 1
C 6.2078 1.4843 1.8413
C 4.7399 1.6099 2.1060
C 3.6860 2.4465 1.1149
C 2.2022 1.7936 1.3596
O 1.2233 2.8643 1.6035
C -0.1650 2.3890 1.5317
C -0.5425 1.5202 0.1934
C -1.8657 2.1147 -0.6272
C -3.2120 2.1654 0.3585
N -3.7861 0.8005 0.6662
C -4.8481 0.3878 -0.3698
C -4.2584 -0.5457 -1.5817
C -4.5991 0.8520 1.9768
C -4.6453 -0.3642 3.0849
O -5.3776 1.9328 2.2556
N 0.6432 1.2277 -0.7232
C 1.0886 2.3963 -1.5683
C 0.7812 2.2642 -3.1717
N 0.2449 1.1812 -3.8230
C 1.7418 0.6909 0.2192
C 2.9838 -0.0312 -0.5706
C 2.6545 -1.5448 -1.1341
C 3.8581 -1.8720 -2.2487
O 2.7843 -2.6108 -0.1067
C 1.4868 -2.9289 0.5073
C 1.2133 -4.5195 0.7863
C 1.2599 -5.6765 -0.3772
C 0.9074 -7.2252 0.0735
C 0.4991 -7.6285 1.6309
C 0.4757 -6.4720 2.8004
C 0.8284 -4.9264 2.3624
H 6.6069 0.9391 0.8787
H 6.9224 1.9142 2.6912
H 4.3411 1.0343 3.0711
H 3.6532 3.5492 1.5707
H 4.0383 2.4873 0.0001
H 2.2778 1.1837 2.3834
H -0.8555 3.3493 1.6075
H -0.3713 1.7545 2.5070
H -0.8973 0.4505 0.5878
H -1.6647 3.1628 -1.1069
H -2.1199 1.3095 -1.4491
H -2.9757 2.6711 1.4109
H -4.0797 2.8338 -0.1134
H -5.6238 -0.2894 0.2299
H -5.4647 1.2911 -0.7858
H -3.8987 0.2077 -2.4343
H -3.4076 -1.2779 -1.2493
H -5.1790 -1.1793 -1.9976
H -5.7860 -0.6277 3.3150
H -4.1572 -1.3611 2.7129
H -4.1820 -0.0737 4.1368
H 0.3613 0.3918 -1.3051
H 2.2543 2.6311 -1.4646
H 0.5491 3.3900 -1.2036
H 1.0323 3.2166 -3.8457
H 0.1998 1.4450 -4.8389
H 1.1943 -0.1772 0.8300
H 3.9829 -0.1082 0.0343
H 3.2400 0.6203 -1.5375
H 1.6532 -1.5907 -1.7388
H 4.9212 -1.9693 -1.7170
H 3.6283 -2.9544 -2.6765
H 3.8557 -1.0971 -3.1280
H 0.5527 -2.5285 -0.1073
H 1.4477 -2.3345 1.5398
H 1.5348 -5.3880 -1.4860
H 0.9167 -8.0359 -0.7808
H 0.2198 -8.7335 1.9110
H 0.1961 -6.7334 3.9222
H 0.8032 -4.0604 3.1818
C -3.6270 5.4850 -2.8445
Cl -2.9263 5.8471 -1.2624
Cl -3.7760 3.7408 -3.0901
H -4.6190 5.9390 -2.9066
H -2.9819 5.9000 -3.6226
*
```

## Properties
highest occupied orbital energy: -10.42 eV
strongest force on any atom: 0.165 hartree/bohr
M: 515.55 g/mol
total energy: -2325.2587 Ha
LUMO energy: -2.46 eV
orbital gap: 7.96 eV



(6)
The following is a DFT calculation (wB97M-V/def2-TZVPD) of C6H10NO2 as an isolated structure at a distorted geometry.

The geometry in ORCA input format:
```
! RIJCOSX wB97M-V def2-TZVPD def2/J DEFGRID3
* xyz 1 1
C 0.2034 -0.0256 -0.0462
C 2.0605 0.6559 -0.0205
C 0.4781 -1.4561 -0.1751
C 1.9696 -1.6669 0.1646
C -2.1847 -0.0316 -0.0586
C -0.9196 2.0612 0.0876
N -0.8879 0.6201 -0.0200
O 2.2834 1.7989 -0.0573
O 2.6901 -0.4401 0.0052
H -0.1448 -2.0905 0.4611
H 0.2892 -1.7473 -1.2158
H 2.0967 -1.9780 1.2069
H 2.4538 -2.4001 -0.4828
H -2.1996 -0.8251 -0.8052
H -2.9530 0.6986 -0.2999
H -2.4151 -0.4684 0.9148
H -1.4475 2.3461 0.9981
H -1.4591 2.4773 -0.7642
H 0.0863 2.4718 0.1073
*
```

## Properties
highest occupied orbital energy: -14.61 eV
strongest force on any atom: 0.084 hartree/bohr
M: 128.15 g/mol
relative energy (zero: lowest compared OMol25 entry of this formula, charge and spin): 3.2 kcal per mole
total energy: -439.5589 Ha
LUMO energy: -4.25 eV
orbital gap: 10.36 eV



(7)
The following is a DFT calculation (wB97M-V/def2-TZVPD) of a 3-piece molecular cluster, C3H12O2S2 overall at a distorted geometry.

The geometry in ORCA input format:
```
! RIJCOSX wB97M-V def2-TZVPD def2/J DEFGRID3
* xyz 1 2
C 0.1012 -0.1926 0.1635
C -1.3591 -0.4406 0.5650
C 0.2176 0.5893 -1.1627
S 1.9581 0.8088 -1.7060
S 2.9009 1.4035 0.0303
H 0.6010 0.3613 0.9653
H 0.5983 -1.1452 0.0584
H -1.8144 0.5596 0.7568
H -1.4620 -1.0772 1.4678
H -1.9657 -0.9436 -0.2347
H -0.3160 0.0561 -1.9771
H -0.2649 1.6006 -1.0500
H 3.6110 0.2999 0.2270
H 0.8727 2.6287 1.0950
H -0.0268 3.7432 1.4180
O 0.0014 2.7689 1.2623
H -0.8313 -4.3172 -0.5436
H -1.2978 -2.9206 -0.5188
O -1.5242 -3.7831 -0.8166
*
```

## Properties
highest occupied orbital energy (spin up / spin down): -14.27 / -14.27 eV
strongest force on any atom: 0.083 hartree/bohr
M: 144.26 g/mol
relative energy (zero: lowest compared OMol25 entry of this formula, charge and spin): 25.2 kcal per mole
total energy: -1068.0070 Ha
LUMO energy (spin up / spin down): -5.10 / -8.88 eV
orbital gap (spin up / spin down): 9.17 / 5.39 eV



(8)
The following is a DFT calculation (wB97M-V/def2-TZVPD) of a 2-piece molecular cluster, C3H4N3 overall at a distorted geometry.

The geometry in ORCA input format:
```
! RIJCOSX wB97M-V def2-TZVPD def2/J DEFGRID3
* xyz 1 1
C -1.1045 0.9543 -0.0504
C -0.2957 -1.0882 -0.9592
C 0.9540 0.1534 0.5322
N -0.0635 0.9815 0.6949
N -1.3457 -0.3095 -0.6866
N 0.9359 -0.7791 -0.5033
H -1.6398 1.8745 -0.0650
H 2.3224 0.5198 1.8708
H -2.2922 -0.3982 -1.0271
H 1.6272 -1.3107 -1.0153
*
```

## Properties
highest occupied orbital energy (spin up / spin down): -14.18 / -14.18 eV
strongest force on any atom: 0.081 hartree/bohr
M: 82.09 g/mol
relative energy (zero: lowest compared OMol25 entry of this formula, charge and spin): 86.4 kcal per mole
total energy: -280.4914 Ha
LUMO energy (spin up / spin down): -6.13 / -6.13 eV
orbital gap (spin up / spin down): 8.05 / 8.05 eV



(9)
The following is a DFT calculation (wB97M-V/def2-TZVPD) of C28H32N4Sr as an isolated structure at a distorted geometry.

The geometry in ORCA input format:
```
! RIJCOSX wB97M-V def2-TZVPD def2/J DEFGRID3
* xyz 2 1
Sr 0.1395 0.2109 -0.1219
C 3.3170 0.5067 0.8479
N 2.2648 -0.5363 0.9016
C 1.8747 -0.8427 2.3049
C 1.0372 0.2372 2.9683
C 1.3695 0.7350 4.2128
C 0.5264 1.6571 4.8177
C -0.6220 2.0586 4.1574
C -0.8784 1.5224 2.9105
N -0.0756 0.6286 2.3159
C 2.7288 -1.7729 0.2260
C 1.6192 -2.7993 0.0763
C 1.8729 -4.1496 0.2192
C 0.8370 -5.0532 0.0240
C -0.4243 -4.5794 -0.2970
C -0.5980 -3.2152 -0.4067
N 0.3952 -2.3284 -0.2289
C 2.7913 1.9262 0.9587
C 3.5409 2.9015 1.5902
C 3.0794 4.2083 1.5933
C 1.8784 4.5033 0.9676
C 1.1903 3.4721 0.3633
N 1.6274 2.2029 0.3479
H 3.8257 0.4205 -0.1133
H 4.0749 0.3337 1.6176
H 2.7635 -1.0462 2.9107
H 1.2789 -1.7556 2.2958
H 2.2702 0.3966 4.7097
H 0.7631 2.0533 5.7970
H -1.3089 2.7695 4.5966
H -1.7663 1.8193 2.3614
H 3.5789 -2.2186 0.7504
H 3.0814 -1.4958 -0.7689
H 2.8673 -4.4906 0.4782
H 1.0126 -6.1165 0.1273
H -1.2588 -5.2494 -0.4535
H -1.5743 -2.8078 -0.6482
H 4.4761 2.6410 2.0707
H 3.6518 4.9886 2.0789
H 1.4834 5.5104 0.9449
H 0.2475 3.6610 -0.1388
C 0.6480 -0.0106 -5.1708
C 0.8913 1.0352 -4.0814
C 1.3570 2.3516 -4.7017
C -0.3206 1.2182 -3.1719
C -1.1459 0.1429 -2.8244
C -2.2592 0.3106 -2.0044
C -2.5911 1.5542 -1.4649
C -3.8260 1.7353 -0.6186
C -1.7448 2.6188 -1.7754
C -0.6461 2.4582 -2.6173
H 1.5517 -0.1316 -5.7676
H -0.1553 0.3123 -5.8391
H 0.3883 -0.9951 -4.7813
H 1.7144 0.6713 -3.4524
H 0.5356 2.8462 -5.2282
H 2.1456 2.1539 -5.4277
H 1.7629 3.0490 -3.9662
H -0.9540 -0.8404 -3.2318
H -2.9055 -0.5389 -1.8059
H -3.7526 1.2000 0.3308
H -4.7058 1.3470 -1.1325
H -4.0045 2.7866 -0.3991
H -1.9787 3.6086 -1.3942
H -0.0485 3.3279 -2.8591
*
```

## Properties
highest occupied orbital energy: -14.79 eV
strongest force on any atom: 0.038 hartree/bohr
M: 512.21 g/mol
relative energy (zero: lowest compared OMol25 entry of this formula, charge and spin): 3.9 kcal per mole
total energy: -1335.5501 Ha
LUMO energy: -5.47 eV
orbital gap: 9.32 eV